A cluster of 8 separate species, C33H68NO25P3 in total in a non-equilibrium geometry, computed with ωB97M-V/def2-TZVPD.

Last column: Löwdin charge in e.
Cartesian coordinates (Å):
C  -1.20709  -7.21127  0.41044  -0.081
C  -2.22063  -6.85223  1.49223  -0.223
O  -2.63109  -5.48068  1.22301  -0.189
P  -3.17830  -4.48721  2.31122  0.309
O  -3.88581  -5.00018  3.46583  -0.205
O  -4.00704  -3.53870  1.37239  -0.173
C  -5.09685  -4.14344  0.59876  -0.259
C  -6.25320  -4.63965  1.32176  -0.085
O  -1.94124  -3.63514  2.78168  -0.164
C  -0.95982  -3.04507  1.89011  -0.233
C  -0.78970  -1.61686  2.39500  -0.048
H  -0.78064  -8.22991  0.50473  0.090
H  -1.58106  -6.97804  -0.59545  0.059
H  -0.36551  -6.48475  0.40271  0.068
H  -2.98967  -7.62502  1.38227  0.120
H  -1.83849  -6.99621  2.48749  0.114
H  -5.29494  -3.39789  -0.13203  0.100
H  -4.57111  -4.94623  0.06502  0.115
H  -7.05633  -5.03192  0.64771  0.104
H  -6.06060  -5.33208  2.12230  0.069
H  -6.78680  -3.81044  1.79020  0.087
H  -0.02904  -3.60338  1.94005  0.107
H  -1.34428  -3.06961  0.88432  0.091
H  -1.75753  -1.15637  2.43365  0.073
H  -0.34701  -1.70827  3.37549  0.079
H  -0.18623  -0.92739  1.79328  0.077
C  -4.17397  -0.53598  -0.64036  -0.055
C  -2.85946  -1.11250  -0.96617  -0.312
O  -2.40471  -0.58224  -2.17038  -0.141
P  -1.09774  -1.23673  -2.71638  0.392
O  0.02392  -1.20958  -1.77981  -0.203
O  -1.61434  -2.69746  -3.17345  -0.194
C  -0.68431  -3.78372  -3.35807  -0.254
C  -1.04421  -5.05070  -2.57633  -0.070
O  -0.86917  -0.46474  -4.08615  -0.168
C  -1.71621  -0.58141  -5.27169  -0.198
C  -0.82754  -0.20136  -6.51027  -0.063
H  -4.45023  -0.66721  0.35313  0.061
H  -4.21974  0.51238  -0.96017  0.089
H  -4.88409  -1.05972  -1.25360  0.074
H  -2.11861  -0.92372  -0.18083  0.110
H  -2.98877  -2.20614  -1.12379  0.121
H  -0.68685  -3.95603  -4.43701  0.120
H  0.30694  -3.49488  -3.01015  0.100
H  -2.06445  -5.41907  -2.88338  0.101
H  -0.27069  -5.75131  -2.88791  0.082
H  -0.98064  -4.88302  -1.51129  0.047
H  -2.04784  -1.56875  -5.42628  0.090
H  -2.52768  0.15350  -5.29341  0.123
H  -0.49955  0.82650  -6.42023  0.073
H  0.03255  -0.82458  -6.68275  0.066
H  -1.33092  -0.28836  -7.44296  0.058
C  7.41752  -0.79829  -1.83541  -0.052
C  6.30352  -1.68996  -1.38792  -0.238
O  6.05835  -1.42479  0.02521  -0.167
P  4.80477  -2.00291  0.81806  0.379
O  4.48237  -1.16492  1.98216  -0.222
O  3.72373  -2.15443  -0.33179  -0.174
C  2.43755  -2.62443  0.06426  -0.278
C  2.31461  -4.00781  -0.42573  -0.064
O  5.12128  -3.49638  1.18170  -0.171
C  5.24582  -3.92271  2.53748  -0.242
C  3.87333  -4.37926  3.02962  -0.054
H  7.06322  0.17435  -2.01362  0.054
H  8.04510  -0.76970  -0.99132  0.071
H  7.85983  -1.21526  -2.71105  0.080
H  5.43405  -1.46576  -1.95730  0.107
H  6.58453  -2.70224  -1.54472  0.111
H  2.35046  -2.67096  1.15252  0.103
H  1.76882  -1.94395  -0.46064  0.102
H  1.30476  -4.28638  -0.24578  0.049
H  2.54644  -3.97773  -1.49240  0.094
H  2.95153  -4.67750  0.20764  0.084
H  5.96370  -4.73024  2.53768  0.116
H  5.69519  -3.14565  3.10051  0.101
H  3.22970  -3.53940  3.13406  0.057
H  3.44636  -5.11090  2.33634  0.074
H  3.97855  -4.86908  3.99607  0.081
O  3.88004  3.17210  -1.83866  0.189
C  4.42935  2.71619  -0.91985  -0.556
O  5.72410  2.12743  -0.87999  0.017
C  6.13672  2.14957  0.48806  -0.127
C  4.80758  2.04314  1.22045  -0.088
O  3.89381  2.70640  0.29696  0.046
H  6.85272  1.37890  0.70045  0.121
H  6.48482  3.17731  0.76952  0.141
H  4.85168  2.61839  2.18391  0.146
H  4.44370  1.04881  1.47963  0.095
O  -3.75959  6.80561  1.30308  0.171
C  -4.44013  5.86431  1.40971  -0.635
O  -4.49520  5.14976  2.56509  0.049
C  -5.19940  3.90209  2.32670  -0.067
C  -5.31504  3.89423  0.75963  -0.041
O  -5.19602  5.32540  0.49871  0.071
H  -4.59017  3.11024  2.69953  0.118
H  -6.12067  3.90434  2.84450  0.108
H  -6.26775  3.63423  0.32468  0.125
H  -4.45841  3.38276  0.32996  0.097
O  1.09815  3.25924  2.47745  0.144
C  0.73910  4.29879  2.96594  -0.513
O  -0.37163  4.97299  2.49087  0.022
C  -0.75716  5.99350  3.35607  -0.132
C  0.55376  6.25593  4.09501  -0.103
O  1.13457  4.95158  4.06402  0.060
H  -1.16748  6.87977  2.77097  0.146
H  -1.37786  5.44352  4.08418  0.141
H  0.48473  6.52951  5.13571  0.125
H  1.27708  6.93110  3.64366  0.131
O  -2.35029  2.55706  0.19936  0.099
C  -1.17480  2.45745  -0.12172  -0.492
O  -0.48600  3.61231  -0.48509  0.034
C  0.88722  3.32009  -0.48694  -0.143
C  0.97603  1.77890  -0.55188  -0.048
O  -0.35647  1.38652  -0.05355  0.042
H  1.27287  3.88262  -1.32381  0.123
H  1.26986  3.72109  0.42382  0.085
H  1.70273  1.35228  0.12616  0.119
H  1.12320  1.38015  -1.54807  0.121
C  -1.84497  7.08280  -2.10481  -0.081
N  -1.38228  7.34758  -0.75660  0.042
C  -0.11946  7.64426  -0.38255  -0.570
C  0.90428  7.78521  -1.43788  -0.007
O  0.08576  7.94130  0.77862  0.030
H  -1.45950  6.18570  -2.53145  0.067
H  -1.78641  7.86172  -2.88639  0.094
H  -2.85572  6.82672  -2.00064  0.062
H  -2.04427  7.20043  -0.00067  0.107
H  0.74723  8.63115  -2.12589  0.092
H  0.92344  6.88841  -2.06568  0.083
H  1.84529  8.08021  -0.97037  0.087

Atoms 1-6, force components in eV/Å:
1.2629 1.1521 -0.2310
0.4371 -0.5667 -1.2277
0.2553 -1.9497 -0.1765
0.3816 0.8928 0.5497
-0.3826 -0.8978 0.4935
-0.7468 0.5484 0.0617

Output
SMILES: CCOP(=O)(OCC)OCC.CCOP(=O)(OCC)OCC.CCOP(=O)(OCC)OCC.O=C1OCCO1.O=C1OCCO1.O=C1OCCO1.O=C1OCCO1.CNC(C)=O
DFT total energy: -115875.8753 eV
Kohn-Sham gap: 9.44 eV